Density functional theory data (ωB97M-V with the def2-TZVPD basis set) for C4H9ClN2 in the gas phase.

```
16
Properties=species:S:1:pos:R:3:forces:R:3
N -1.6405 -1.3601 0.0038 0.85 0.39 -1.03
C -1.1901 -0.0043 -0.4022 0.65 -0.09 -0.19
C 0.1970 0.2557 0.2108 0.49 0.49 0.02
N 0.2701 0.1160 1.6561 -0.29 0.35 -0.52
C 1.1737 1.3069 -0.3003 0.15 0.88 0.32
C 1.4661 -0.1069 -0.6266 -0.62 -0.37 0.49
Cl 2.8688 -0.8900 0.1272 -0.38 0.08 -0.20
H -2.6479 -1.3879 -0.0639 -0.04 -0.34 -0.16
H -1.2213 -1.9837 -0.7081 -0.72 0.08 0.80
H -1.0928 0.0917 -1.4999 -0.20 0.06 0.26
H -1.9426 0.7309 -0.0734 0.45 -0.10 0.07
H -0.3983 0.8103 2.0896 0.90 -1.61 -0.48
H 0.0855 -0.8726 1.8490 -0.49 0.74 0.53
H 1.7999 1.7372 0.5184 -0.68 -0.38 -0.84
H 0.9437 2.0001 -1.1157 -0.04 -0.30 0.26
H 1.3287 -0.4433 -1.6647 -0.03 0.13 0.66
```
Positions in Å, forces in eV/Å.

* energy relative to the best compared isomer or geometry (same formula, charge and spin): 0.3894 eV

Density functional theory data (ωB97M-V with the def2-TZVPD basis set) for C5H9NO in the gas phase.

```
16
Properties=species:S:1:pos:R:3:forces:R:3
C 2.5342 -0.4231 0.5231 -0.31 0.38 -0.48
C 1.2437 -0.2074 0.2101 0.23 -0.50 2.00
C 0.1877 -0.9774 -0.3511 -0.89 0.83 -0.23
C -1.0139 -0.4470 0.1609 -0.83 -2.02 -0.93
C -2.2076 -0.2085 -0.7140 -0.02 -0.93 -0.16
N 0.4563 0.8700 0.8162 1.26 0.78 0.45
O 0.3772 2.0452 0.0234 0.17 0.15 -0.17
H 3.0194 -1.3395 0.2284 0.03 -0.13 0.09
H 3.1330 0.3445 0.9878 0.07 0.11 -0.08
H 0.2919 -1.6726 -1.1700 -0.23 0.27 -0.33
H -1.2757 -0.4985 1.2193 0.42 0.56 -0.21
H -3.1328 -0.5397 -0.2437 -0.14 0.19 0.05
H -2.2885 0.8569 -0.9415 -0.05 0.05 0.06
H -2.0986 -0.7463 -1.6651 0.06 0.22 0.05
H 0.8165 1.1935 1.7180 0.16 0.10 -0.32
H -0.0430 1.7498 -0.8018 0.07 -0.06 0.21
```
Positions in Å, forces in eV/Å.

* energy relative to the best compared isomer or geometry (same formula, charge and spin): 5.8928 eV

Density functional theory data (ωB97M-V with the def2-TZVPD basis set) for C6H11N in the gas phase.

```
18
Properties=species:S:1:pos:R:3:forces:R:3
C 0.4323 0.1417 -2.8751 -0.88 -1.49 2.76
C 0.5691 -1.2224 -2.1324 0.06 -0.10 0.36
C 0.1460 -1.4892 -0.8518 1.75 0.79 -0.89
C -0.1586 -0.4922 0.1434 -0.10 3.12 0.33
C -0.4427 -0.6597 1.4483 0.07 -2.81 -0.79
N -0.8671 0.2481 2.4749 1.81 -1.21 0.04
C -0.4175 1.6188 2.3261 -1.33 3.49 -0.80
H 1.3653 0.6704 -2.9327 0.53 0.09 -0.34
H -0.2358 0.7181 -2.2114 0.03 0.18 -0.93
H 0.0024 -0.1143 -3.8224 -0.22 0.50 -0.63
H 1.0587 -1.9637 -2.8086 -0.65 0.10 1.08
H 0.3529 -2.3488 -0.2547 0.06 -1.69 -0.85
H 0.0755 0.5160 -0.1755 -0.65 0.48 -0.14
H -0.3211 -1.8116 1.6094 -0.94 2.10 1.09
H -0.4583 -0.0977 3.3614 -0.69 0.13 -0.66
H 0.6368 1.7561 1.9541 -0.63 -0.25 1.05
H -0.9865 2.2123 1.5107 0.46 -1.45 0.86
H -0.7513 2.3180 3.2363 1.31 -1.98 -1.54
```
Positions in Å, forces in eV/Å.

* energy relative to the best compared isomer or geometry (same formula, charge and spin): 2.7567 eV

Density functional theory data (ωB97M-V with the def2-TZVPD basis set) for 16 unconnected molecules or ions with the total composition C4H43N2O15.

```
64
Properties=species:S:1:pos:R:3:forces:R:3
N 0.2906 2.1433 -0.5186 -0.80 -2.37 -1.02
C 0.3618 2.9860 0.7506 -0.20 -0.04 -1.14
C 1.6872 3.6836 0.9130 -2.16 5.35 -1.78
C 0.1573 2.1441 1.9710 0.98 -4.15 -1.31
N -1.1110 1.8464 2.5667 0.87 1.17 2.72
C -1.2087 2.3474 4.0355 -1.22 -1.85 -2.45
H -0.7545 1.8077 -0.6535 1.98 1.67 -0.08
H 0.6957 2.6667 -1.4512 -1.26 -2.21 2.68
H 0.6889 1.0851 -0.3808 -0.61 3.69 -0.69
H -0.4650 3.6828 0.5417 0.40 0.21 0.52
H 1.5886 4.4365 1.7391 -0.51 -0.17 -0.77
H 1.8589 4.3330 -0.0516 0.25 -1.27 1.79
H 2.5236 3.2093 1.2470 1.93 -1.64 0.10
H 0.4687 1.0964 1.5887 0.01 1.65 0.51
H 0.9805 2.3699 2.6280 -0.40 0.22 0.99
H -1.8021 2.0289 1.8673 -0.96 0.94 0.57
H -0.3158 2.1896 4.5846 1.34 -0.02 -0.20
H -1.5589 3.3250 4.1921 -0.39 1.45 -0.12
H -1.8727 1.6566 4.5027 -0.90 -0.28 0.43
H -3.6794 0.6096 -1.2470 -0.23 -1.18 3.68
H -4.7727 0.8991 -2.3985 3.78 -0.32 1.06
O -3.7419 0.8300 -2.1265 -4.41 -0.05 -4.93
H 1.9070 -1.1767 -3.4242 0.07 0.23 -0.12
H 1.6744 -1.5152 -4.9354 0.29 2.01 -4.06
O 1.6692 -1.8181 -4.0969 -0.67 -2.32 4.23
H 1.6454 0.8351 -2.6832 0.04 -0.27 0.21
H 2.3567 2.1436 -3.0679 0.64 0.09 -0.16
O 1.5026 1.7278 -3.0106 -0.56 0.22 -0.10
H -1.9386 -1.6372 -3.5601 0.97 -1.65 1.62
H -0.4759 -1.7831 -3.3131 -0.42 -1.06 1.04
O -1.3212 -2.1779 -2.9379 -0.78 1.96 -2.91
H 2.2022 -3.5039 0.4252 -0.79 0.89 -0.91
H 3.4245 -3.7661 -0.0428 1.87 -0.24 -0.62
O 2.6449 -3.4149 -0.4485 -0.95 -1.26 0.99
H 0.9972 -0.5764 4.3653 0.85 -0.27 0.11
H 2.2859 -1.3707 4.7445 -0.02 -0.45 0.54
O 1.9665 -0.6276 4.2470 -0.83 0.76 -0.64
H 1.2227 -1.5031 -0.7119 1.76 1.61 -1.76
H 2.4913 -2.0247 -1.3741 -0.99 2.29 0.16
O 1.9566 -1.1225 -1.3579 -0.87 -2.82 1.67
H -1.3888 -0.7043 -1.6094 2.37 1.15 -0.34
H -1.4846 0.5838 -2.1530 -0.70 1.50 -1.11
O -0.7638 0.0743 -1.8521 -0.98 -2.61 1.03
H -3.1292 2.6625 -0.7151 0.13 -0.10 -0.33
H -2.5151 1.7747 -1.8754 -0.38 2.66 1.51
O -2.3130 2.5334 -1.2141 0.51 -0.48 -0.80
H -2.3441 -3.1675 0.6607 -0.79 0.88 0.36
H -3.3126 -2.1697 1.5983 2.67 -1.10 -1.16
O -2.3580 -2.3500 1.2386 -2.23 -0.44 0.97
H 2.5423 0.6044 0.0885 1.50 -5.00 -3.43
H 2.7888 1.2295 1.3446 1.16 -0.14 2.04
O 2.3218 1.3208 0.5514 -0.65 3.12 1.12
H 3.0202 -2.7862 2.7582 1.38 1.53 -3.05
H 3.4395 -1.6425 1.7346 -0.19 6.29 -0.18
O 3.4205 -2.5096 1.8290 -1.08 -7.83 3.81
H -0.4136 -2.0399 1.5226 -1.38 -0.96 0.51
H 0.1443 -0.6439 1.7752 0.11 -1.21 -0.89
O 0.2307 -1.4465 1.1940 1.52 2.07 0.26
H -2.5718 -4.4571 -1.5262 -0.63 0.92 1.05
H -2.3502 -2.9171 -1.6147 -1.72 -2.61 2.25
O -2.8580 -3.6653 -0.9868 2.56 1.40 -3.47
H -2.2636 -0.8503 0.5108 0.23 -0.84 0.84
H -2.2585 0.4460 1.4209 0.20 -0.40 1.28
O -2.2973 0.1041 0.5452 -0.69 1.62 -2.15
```
Positions in Å, forces in eV/Å.

* energy relative to the best compared isomer or geometry (same formula, charge and spin): 8.0274 eV
* net charge: +1

Density functional theory data (ωB97M-V with the def2-TZVPD basis set) for 2 unconnected molecules or ions with the total composition C3H3N2P.

```
9
Properties=species:S:1:pos:R:3:forces:R:3
C -0.0926 0.7357 1.2744 -0.83 1.78 2.70
C 1.4461 0.5924 -0.4107 0.39 -0.60 -1.20
C 0.1897 0.1063 0.0488 1.28 -4.02 2.55
N -0.2681 1.3485 2.2462 0.08 -0.93 -1.25
N 2.4454 0.8702 -0.8993 0.25 0.31 0.06
P -1.1873 -0.0616 -1.0904 0.69 -1.49 -3.70
H 0.6515 -1.5136 0.8070 -0.79 3.13 -1.59
H -2.2005 -0.5562 -0.3830 -1.22 -0.39 1.91
H -0.9842 -1.5217 -1.5931 0.15 2.22 0.51
```
Positions in Å, forces in eV/Å.

* energy relative to the best compared isomer or geometry (same formula, charge and spin): 3.8779 eV

Density functional theory data (ωB97M-V with the def2-TZVPD basis set) for 2 unconnected molecules or ions with the total composition C11H15N.

```
27
Properties=species:S:1:pos:R:3:forces:R:3
C -3.7605 -1.2389 -1.7950 -0.64 -0.63 -0.14
C -2.8084 -0.9908 -0.6954 1.56 0.96 -0.37
C -2.6065 -1.6795 0.4369 0.77 -0.80 0.61
N -1.4444 -1.2659 1.0955 -0.60 -0.22 0.07
C -0.9194 -0.1801 0.4350 -0.76 0.06 -0.68
C 0.1389 0.6603 0.7264 0.04 0.75 0.33
C 0.2795 1.7958 -0.0625 0.21 -0.08 0.00
C -0.5349 2.0308 -1.1618 -0.30 -0.87 -1.81
C -1.5035 1.1017 -1.5723 0.34 0.19 1.12
C -1.7326 0.0273 -0.7201 -0.69 -0.68 0.46
H -4.3218 -2.1602 -1.6050 -0.32 0.34 0.25
H -3.2939 -1.4811 -2.7505 0.38 0.45 -0.02
H -4.4343 -0.3904 -1.9293 -0.11 -0.16 -0.13
H -3.0718 -2.5674 0.8402 -0.35 0.12 -0.18
H -1.3288 -1.5025 2.0658 0.38 0.22 -0.06
H 0.7874 0.5347 1.5852 -0.07 -0.19 0.00
H 1.0630 2.5155 0.1379 0.06 -0.10 0.15
H -0.2856 2.7815 -1.9056 -0.03 0.42 0.51
H -2.1241 1.2179 -2.4507 0.16 0.21 -0.10
C 3.8940 -0.6462 1.0222 -0.69 -0.75 0.67
C 4.1328 0.8217 1.2259 -0.08 1.31 0.85
H 3.4953 -0.8781 0.0332 0.65 -0.21 -0.09
H 4.7128 -1.2678 1.3950 0.45 0.13 -0.96
H 3.1256 -1.0460 1.6963 -0.37 0.60 0.02
H 4.4309 1.0394 2.2620 0.11 -0.19 -0.19
H 3.2430 1.4412 1.0963 -0.30 -0.30 -0.15
H 4.8669 1.3271 0.5940 0.20 -0.58 -0.16
```
Positions in Å, forces in eV/Å.

* energy relative to the best compared isomer or geometry (same formula, charge and spin): 0.5745 eV

Density functional theory data (ωB97M-V with the def2-TZVPD basis set) for CH3BrClOP in the gas phase.

```
8
Properties=species:S:1:pos:R:3:forces:R:3
C 0.9556 0.3047 0.1573 1.09 -1.90 2.08
P -0.6817 -0.4303 -0.1593 -0.30 -1.03 -7.81
O -0.8733 -0.7971 -1.7778 0.91 1.29 7.13
Cl -1.1964 -1.9095 1.0591 0.13 -0.03 0.28
Br -1.9942 1.2606 0.3058 -0.01 -0.16 0.27
H 0.8949 0.9442 1.0714 0.42 -0.84 -0.55
H 1.9441 -0.3054 -0.0069 -2.26 0.66 0.81
H 0.9510 0.9327 -0.6496 0.01 2.01 -2.20
```
Positions in Å, forces in eV/Å.

* energy relative to the best compared isomer or geometry (same formula, charge and spin): 1.1248 eV

Density functional theory data (ωB97M-V with the def2-TZVPD basis set) for FHN2O in the gas phase.

```
5
Properties=species:S:1:pos:R:3:forces:R:3
N -0.6433 -0.5932 0.2126 -1.00 -3.67 2.08
N 0.4282 0.0633 0.0024 2.26 4.64 -2.56
O -1.6787 -0.1123 -0.2145 -1.93 0.65 -0.71
F 1.6498 -0.3983 0.4098 -1.11 0.26 -0.02
H 0.2440 1.0406 -0.4103 1.78 -1.88 1.22
```
Positions in Å, forces in eV/Å.

* energy relative to the best compared isomer or geometry (same formula, charge and spin): 0.0000 eV
* 2S+1: 3